Entry from the Open Molecules 2025 dataset: a 2-piece molecular cluster, C7H7ClO4PS overall (ωB97M-V/def2-TZVPD).

Its lowest unoccupied orbital energy is 0.17 eV. For the energy relative to the best compared isomer or geometry (same formula, charge and spin), the calculation gives 31.9 kcal per mole. As for the multiplicity: 1. The total charge is -1.

Each line ends with the natural charge from an NBO analysis.
Cartesian coordinates (Å):
H: -1.5014 1.1345 -0.1205  0.240
C: 3.2480 -0.9457 2.0881  0.426
O: 1.2524 1.4283 -0.6886  -0.727
C: 2.2924 0.0480 2.4946  -0.555
S: -1.4153 -0.0079 -0.8392  -0.088
C: 1.8847 0.7615 0.1572  0.396
H: -4.0611 0.0363 0.1832  0.023
C: -4.1113 0.4752 -2.4198  -0.968
H: -4.1505 1.5213 -2.1491  0.275
Cl: -3.8198 -2.4636 -1.1184  -0.197
H: 3.0742 -0.1546 -1.3194  0.186
H: -3.3708 0.4003 -3.2034  0.279
C: 1.5866 0.9153 1.6627  0.390
C: 3.6130 -1.0217 0.5854  0.415
P: -3.4512 -0.4175 -0.9947  0.994
O: 0.7435 1.7743 2.0056  -0.732
H: -5.0570 0.0988 -2.7792  0.260
O: 3.7530 -1.7033 2.9149  -0.648
H: 2.1261 0.0880 3.5668  0.189
C: 2.8820 -0.1511 -0.2498  -0.520
O: 4.4824 -1.8165 0.2237  -0.638

***

Entry from the Open Molecules 2025 dataset: one molecule with the formula C4H10N2 (ωB97M-V/def2-TZVPD).

Its SMILES is C/N=C/[C@@H](C)N. Its lowest unoccupied orbital energy is 1.12 eV. For the energy relative to the best compared isomer or geometry (same formula, charge and spin), the calculation gives 24.9 kcal per mole. As for the multiplicity: 1. The total charge is 0.

Each line ends with the natural charge from an NBO analysis.
Cartesian coordinates (Å):
C: -0.2793 2.5781 0.6902  -0.450
N: 0.4842 1.4290 0.2141  -0.408
H: -1.3032 -1.9907 -0.8766  0.350
H: 0.4125 3.3246 1.0930  0.202
H: -0.9654 -1.0097 -2.1511  0.356
H: 1.8423 -2.1739 0.3137  0.222
H: 0.1842 -2.5076 0.8070  0.206
C: -0.2447 0.4239 -0.1258  0.115
H: -0.8315 3.0424 -0.1327  0.196
H: 1.0217 -1.1033 1.4635  0.221
H: 1.2626 -0.5768 -1.2371  0.211
C: 0.8838 -1.7019 0.5566  -0.610
H: -0.9737 2.3049 1.4922  0.187
C: 0.4008 -0.8612 -0.6220  -0.119
N: -0.5473 -1.6167 -1.4477  -0.823
H: -1.3471 0.4391 -0.0375  0.141

***

Entry from the Open Molecules 2025 dataset: a 9-piece molecular cluster, C22H51FN3O34P2S8 overall (ωB97M-V/def2-TZVPD).

Its lowest unoccupied orbital energy is 1.01 eV. As for the multiplicity: 1. The total charge is -1.

Each line ends with the Löwdin charge.
Cartesian coordinates (Å):
S: 5.8580 4.4013 1.6676  0.591
H: 3.0540 -10.5126 -2.5125  0.136
H: -8.1383 4.9105 5.9163  0.089
C: 3.7793 -10.8921 -1.7983  -0.161
O: 5.5387 -10.3227 -0.3746  -0.188
H: 5.2446 -7.5789 3.2731  0.134
O: 0.9024 2.6486 -3.7465  -0.312
H: -1.2441 4.8829 -2.5787  0.107
H: 0.2349 -6.1762 -1.5683  0.137
H: 4.1204 -4.7454 3.6164  0.139
S: 6.2112 -11.2685 -1.4782  0.598
O: 5.2581 5.8873 1.7894  -0.198
H: -7.4473 3.6767 11.3085  0.137
H: 4.8755 -6.7422 4.7983  0.136
C: 4.2795 -9.8234 -0.8534  -0.162
H: 0.8459 -3.8814 -1.0349  0.118
O: 3.2379 -7.3533 3.6670  -0.184
H: 3.8624 2.3791 -1.9666  0.012
C: 4.7206 6.2860 0.5197  -0.168
O: 2.8069 -4.1447 -1.5804  -0.176
N: -2.2099 -1.2274 -2.3412  0.042
H: 0.4014 1.5330 -0.7321  -0.007
O: 3.9641 -5.1689 -3.4820  -0.228
H: 1.9126 -6.7363 -1.3700  0.119
H: 2.3055 6.3831 -8.2286  0.130
C: 2.8951 5.4918 -8.0256  -0.183
H: -9.5525 2.7190 9.9267  0.137
H: -7.9798 2.7987 9.1013  0.135
O: -0.7194 3.0100 -1.8487  -0.381
O: -8.5651 4.1892 4.0100  -0.183
N: -0.1609 -1.6980 -3.3442  0.069
H: 5.5359 -5.2382 2.6613  0.140
P: 2.3510 0.4706 -2.4253  0.767
H: -0.6903 -0.4126 -0.3293  0.009
O: -2.5534 -1.4770 2.0219  -0.216
H: 4.1237 5.0616 -1.1771  0.138
H: 3.6007 -9.6489 -0.0248  0.106
H: 3.9400 7.0299 0.6525  0.133
H: 4.7081 0.8466 -1.7705  0.020
O: -1.7766 0.5465 0.8112  -0.217
O: 2.7225 -7.9609 1.3398  -0.231
C: 4.5830 -6.8581 3.7587  -0.157
O: 1.8551 3.1197 -5.7229  -0.209
O: -4.0766 -0.2525 0.5237  -0.190
S: 2.5986 -6.8959 2.2734  0.592
H: 0.8462 -1.7397 -3.2283  0.002
H: -5.6468 -0.6670 1.7816  0.133
H: -5.3580 1.3857 3.0521  0.121
O: 5.1719 4.0132 0.2847  -0.192
O: 2.8455 5.1750 -6.6377  -0.184
S: -8.3494 5.6607 8.7037  0.614
C: -7.6624 4.3587 5.1177  -0.172
S: -2.7885 -0.1882 1.4771  0.609
H: -6.6799 6.1581 4.4276  0.139
H: -5.5723 4.9593 5.1298  0.139
C: 1.6304 -4.6342 -0.9328  -0.154
C: -6.4744 5.0917 4.5401  -0.155
H: 1.8229 -4.8136 0.1212  0.113
H: 0.0930 4.1878 -4.8061  0.127
C: 4.2041 5.0044 -0.0951  -0.154
O: 7.2506 -10.5605 -2.1304  -0.216
H: -5.9804 0.5863 0.5650  0.136
O: -8.1934 5.1471 1.7869  -0.210
S: 2.9919 3.5792 -6.4214  0.636
O: 7.2613 4.4921 1.4648  -0.232
H: 3.2404 1.4428 -4.5418  -0.006
O: 4.9572 -11.3558 -2.4728  -0.188
H: -1.7144 1.1084 -2.7122  0.065
H: 3.2379 4.7153 0.3207  0.139
C: -8.7577 3.3824 9.5981  -0.158
O: 5.3055 3.6171 2.7121  -0.224
H: 3.3465 -11.7348 -1.2541  0.133
H: 5.5337 6.7131 -0.0724  0.130
S: 2.7540 -4.5112 -3.1357  0.596
H: -8.9734 4.5859 11.3868  0.135
C: -0.7566 -0.7996 -2.3656  -0.707
H: 3.9376 5.6748 -8.3001  0.129
O: -3.4309 0.7311 2.6272  -0.184
S: -7.7396 4.1123 2.6412  0.600
C: -8.1877 4.2168 10.7248  -0.158
H: -2.6563 -0.5984 -1.6779  0.033
C: 2.3519 4.2646 -8.7280  -0.184
H: 2.6711 4.2026 -9.7657  0.129
H: 1.2602 4.2291 -8.6802  0.132
C: -0.7200 0.6827 -2.8539  -0.211
H: -0.5714 -2.6190 -3.2296  0.053
C: -5.2318 0.1897 1.2447  -0.162
O: -7.5844 5.3421 10.0721  -0.179
O: -7.4043 5.5907 7.6426  -0.233
C: 0.3222 3.8558 -3.7849  -0.458
H: 4.4599 -8.8828 -1.3781  0.140
C: 4.5530 -5.5429 3.0097  -0.149
O: -7.6716 2.7550 2.2263  -0.229
O: 2.2678 -3.3913 -3.8470  -0.213
H: -2.6133 -0.9660 -3.2414  0.058
H: -0.3059 -1.9861 -0.7849  0.051
C: 1.2802 -5.9006 -1.6829  -0.163
P: 0.6006 1.8774 -2.1143  0.489
H: 1.8895 0.2752 -4.7661  0.024
O: 1.5719 -5.6029 -3.0526  -0.191
O: 6.4257 -12.5453 -0.8957  -0.227
H: 1.5917 2.8335 -1.6226  -0.021
O: 2.8676 3.1644 -7.9826  -0.186
H: -1.8387 3.4472 -3.4398  0.107
N: -0.2480 -1.0057 -1.0271  0.059
C: 3.7446 1.3461 -1.6013  -0.396
O: -6.3095 4.5241 3.2312  -0.190
H: -0.5343 0.6450 -3.9325  0.072
O: 1.3593 -6.2621 2.5320  -0.204
C: -4.7022 1.2353 2.1992  -0.175
F: 1.1770 4.8877 -3.2579  -0.069
H: -7.3790 3.3668 5.4798  0.138
C: -0.9559 3.8817 -2.9281  -0.221
O: -9.2618 4.3456 8.6623  -0.184
C: 2.8177 0.4867 -4.2232  -0.338
H: 3.6168 1.3682 -0.5137  0.019
H: -4.5403 2.1885 1.6923  0.137
O: 4.3164 3.2990 -6.0005  -0.214
O: -9.1868 6.7858 8.8846  -0.198
H: 3.5109 -0.3337 -4.4401  0.017
O: 3.6818 -5.7843 1.8971  -0.187

***

Entry from the Open Molecules 2025 dataset: a 2-piece molecular cluster, C11H18O overall (ωB97M-V/def2-TZVPD).

Its SMILES is CCc1ccccc1.CC(C)O. Its lowest unoccupied orbital energy is 0.79 eV. For the energy relative to the best compared isomer or geometry (same formula, charge and spin), the calculation gives 80.0 kcal per mole. As for the multiplicity: 1. The total charge is 0.

Each line ends with the natural charge from an NBO analysis.
Cartesian coordinates (Å):
C: 0.5587 -2.5323 0.1242  -0.404
H: 3.0700 -1.9123 -1.1221  0.215
H: -4.1717 2.7193 -1.2731  0.212
C: -1.4189 1.5654 -1.9977  -0.646
C: 3.2660 0.0668 -0.2830  -0.199
C: -2.4169 1.4968 -0.8569  0.091
C: 0.9074 -0.4574 1.1654  -0.185
H: 3.3101 1.9237 0.9450  0.209
H: 1.8153 -3.8152 1.3761  0.203
C: 2.5196 -1.1517 -0.4307  -0.220
H: -0.1605 -0.5978 1.5641  0.211
C: 0.8226 -3.4887 1.3730  -0.583
C: 1.3615 -1.3417 0.2319  -0.092
C: 1.6716 0.7187 1.5468  -0.210
H: 1.1520 1.2175 2.3979  0.226
H: -2.5582 3.4618 -0.7545  0.212
H: -0.5370 0.9088 -1.6420  0.249
H: -2.4542 1.2343 1.0823  0.465
C: 2.7940 1.0490 0.7514  -0.229
H: 4.1672 0.2296 -1.0373  0.225
C: -3.2663 2.7391 -0.6257  -0.608
H: 0.4552 -2.8882 2.1169  0.203
H: -3.1262 0.6755 -1.1665  0.145
O: -1.7620 1.2675 0.3923  -0.725
H: -0.4325 -2.1726 0.4947  0.214
H: -1.0264 2.6411 -2.2642  0.201
H: 0.7092 -3.0260 -0.9563  0.213
H: 0.2738 -4.5137 1.3435  0.200
H: -3.6150 2.6168 0.4833  0.186
H: -1.9082 1.3655 -2.9788  0.222

***

Number 1: largest force on an atom 0.029 Eh/bohr, Kohn-Sham gap 0.0917 hartree, HOMO energy -0.0855 Eh. Number 2: largest force on an atom 0.042 Eh/bohr, Kohn-Sham gap 0.3868 hartree, HOMO energy -0.3457 Eh. Number 3: largest force on an atom 0.037 Eh/bohr, Kohn-Sham gap 0.1452 hartree, HOMO energy -0.1081 Eh. Number 4: largest force on an atom 0.104 Eh/bohr, Kohn-Sham gap 0.3461 hartree, HOMO energy -0.3172 Eh.